<a>
This record from OMol25 describes a 2-piece molecular cluster, C4H7N2S overall. The level of theory is the ωB97M-V functional and the def2-TZVPD basis.

Positions of all 14 atoms, in Å:
C1 -0.19 3.10 1.15
C2 0.36 0.91 -0.13
C3 0.57 3.20 2.25
C4 -0.66 -2.74 -1.10
N1 0.07 1.97 0.33
N2 -0.11 -3.53 -1.94
S1 0.72 -0.48 -0.70
H1 -1.04 3.65 0.85
H2 1.49 2.64 2.39
H3 0.26 3.85 3.08
H4 -1.27 -1.90 -1.49
H5 -0.54 -2.79 -0.09
H6 0.68 -4.11 -1.71
H7 -0.33 -3.77 -2.89

## Properties
- total charge = +1
- gap between HOMO and LUMO (eV) = 7.23

---

<b>
This record from OMol25 describes an isolated ion of composition C4H7N2S and charge +1. The level of theory is the ωB97M-V functional and the def2-TZVPD basis.

Positions of all 14 atoms, in Å:
C1 0.14 0.07 0.02
C2 -0.62 -0.54 0.95
C3 -0.05 -1.23 2.20
C4 0.63 1.27 -2.05
N1 -1.40 0.54 -1.68
N2 -0.33 0.59 -1.11
S1 -2.29 -0.78 0.95
H1 1.25 0.30 0.28
H2 0.06 -2.22 1.73
H3 0.89 -0.90 2.40
H4 -0.77 -1.42 2.99
H5 1.39 0.65 -2.23
H6 0.07 1.52 -2.91
H7 1.02 2.14 -1.55

## Properties
- total charge = +1
- gap between HOMO and LUMO (alpha / beta) (eV) = 6.40 / 6.28

---

Preferred: <a>; penalty for the next structure: 377.6 kJ/mol.

---

<a>
This record from OMol25 describes one molecule with the formula C2H3Cl2N. The level of theory is the ωB97M-V functional and the def2-TZVPD basis.

Positions of all 8 atoms, in Å:
Cl1 -1.41 1.60 0.01
C1 -0.59 -0.08 -0.03
Cl2 -1.81 -1.27 0.21
C2 0.73 -0.15 0.44
N1 0.42 -0.19 -0.97
H1 1.32 0.61 1.07
H2 1.01 -1.18 0.81
H3 0.33 0.66 -1.54

## Properties
- gap between HOMO and LUMO (eV) = 11.20
- SMILES = ClC1(Cl)CN1

---

<b>
This record from OMol25 describes a 2-piece molecular cluster, C2H3Cl2N overall. The level of theory is the ωB97M-V functional and the def2-TZVPD basis.

Positions of all 8 atoms, in Å:
C1 -1.50 0.16 -0.53
C2 1.08 -0.13 0.55
N1 2.30 -0.12 0.44
Cl1 -2.36 0.74 0.87
Cl2 -1.91 -1.32 -1.17
H1 -1.14 0.90 -1.31
H2 0.69 -0.53 1.47
H3 2.86 0.30 -0.31

## Properties
- gap between HOMO and LUMO (alpha / beta) (eV) = 8.25 / 8.16

---

<c>
This record from OMol25 describes one molecule with the formula C2H3Cl2N. The level of theory is the ωB97M-V functional and the def2-TZVPD basis.

Positions of all 8 atoms, in Å:
H1 -0.66 -0.81 -1.25
N1 -1.05 -1.13 -0.24
C1 -0.32 -0.53 0.62
C2 0.55 0.57 -0.02
Cl1 2.11 -0.19 -0.23
Cl2 -0.53 2.05 0.59
H2 -0.48 -0.71 1.67
H3 0.38 0.74 -1.14

## Properties
- gap between HOMO and LUMO (eV) = 9.45
- SMILES = [H]/N=C\C(Cl)Cl

---

Preferred: <a>; penalty for the next structure: 107.6 kJ/mol.

---

<a>
This record from OMol25 describes C57H77FIrN5O5 as an isolated structure. The level of theory is the ωB97M-V functional and the def2-TZVPD basis.

Positions of all 146 atoms, in Å:
Ir1 2.20 0.71 -2.03
C1 4.35 -1.06 -3.64
N1 4.54 0.01 -2.65
C2 5.44 1.04 -3.18
C3 5.12 -0.44 -1.40
C4 4.36 -1.60 -0.87
N2 3.01 -1.20 -0.50
C5 2.13 -2.40 -0.71
C6 0.73 -2.33 -1.30
C7 -0.21 -3.21 -0.78
C8 -1.47 -3.37 -1.35
C9 -1.75 -2.60 -2.47
C10 -0.84 -1.75 -3.08
C11 0.44 -1.61 -2.48
O1 1.40 -0.84 -3.03
C12 -1.19 -1.06 -4.40
C13 -2.60 -1.43 -4.88
C14 -1.15 0.47 -4.25
C15 -0.21 -1.52 -5.50
C16 -2.49 -4.39 -0.85
C17 -2.80 -5.38 -1.99
C18 -3.79 -3.68 -0.42
C19 -1.97 -5.20 0.34
C20 3.06 -0.64 0.89
C21 2.46 0.69 1.31
C22 1.87 0.76 2.56
C23 1.54 1.97 3.16
C24 1.95 3.13 2.51
C25 2.58 3.13 1.26
C26 2.73 1.89 0.59
O2 3.15 1.84 -0.69
C27 3.10 4.45 0.67
C28 2.19 4.90 -0.48
C29 4.55 4.30 0.18
C30 3.11 5.57 1.73
C31 0.77 2.01 4.48
C32 0.68 3.42 5.07
C33 1.44 1.10 5.52
C34 -0.66 1.51 4.22
H1 5.21 -1.74 -3.66
H2 4.25 -0.61 -4.63
H3 3.44 -1.61 -3.44
H4 6.44 0.62 -3.34
H5 5.51 1.87 -2.48
H6 5.07 1.41 -4.13
H7 5.09 0.41 -0.71
H8 6.17 -0.74 -1.52
H9 4.91 -2.04 -0.02
H10 4.31 -2.36 -1.64
H11 2.07 -2.97 0.22
H12 2.66 -3.03 -1.42
H13 0.07 -3.79 0.10
H14 -2.73 -2.71 -2.92
H15 -3.36 -1.09 -4.18
H16 -2.70 -2.50 -5.05
H17 -2.78 -0.92 -5.83
H18 -1.92 0.80 -3.55
H19 -1.33 0.95 -5.22
H20 -0.19 0.82 -3.88
H21 -0.35 -2.59 -5.70
H22 0.82 -1.37 -5.19
H23 -0.39 -0.96 -6.42
H24 -3.29 -4.88 -2.83
H25 -3.47 -6.17 -1.64
H26 -1.88 -5.83 -2.35
H27 -4.22 -3.12 -1.26
H28 -3.59 -2.98 0.39
H29 -4.53 -4.42 -0.09
H30 -1.06 -5.74 0.08
H31 -2.72 -5.94 0.63
H32 -1.77 -4.56 1.20
H33 4.12 -0.52 1.11
H34 2.69 -1.40 1.59
H35 1.66 -0.17 3.09
H36 1.79 4.08 2.99
H37 2.02 4.11 -1.20
H38 2.63 5.77 -0.99
H39 1.20 5.20 -0.10
H40 4.65 3.50 -0.55
H41 5.21 4.08 1.02
H42 4.88 5.23 -0.28
H43 2.10 5.85 2.02
H44 3.59 6.45 1.29
H45 3.68 5.28 2.62
H46 1.67 3.84 5.24
H47 0.16 3.38 6.03
H48 0.11 4.09 4.42
H49 2.48 1.38 5.66
H50 1.40 0.05 5.22
H51 0.92 1.19 6.48
H52 -1.15 2.13 3.46
H53 -1.26 1.56 5.14
H54 -0.66 0.48 3.86
F1 -0.65 -2.76 3.35
C35 -1.33 -1.83 2.64
C36 -0.65 -1.21 1.63
C37 -1.25 -0.20 0.89
C38 -0.50 0.53 -0.11
O3 0.67 0.21 -0.38
C39 -1.15 1.66 -0.66
C40 -2.44 1.92 -0.36
N3 -3.19 1.16 0.48
C41 -4.52 1.59 0.81
C42 -5.45 2.01 -0.28
C43 -5.70 0.73 0.45
C44 -2.59 0.13 1.19
C45 -3.27 -0.56 2.18
C46 -2.66 -1.55 2.94
N4 -3.43 -2.18 3.95
C47 -3.97 -1.31 5.00
C48 -5.32 -1.91 5.45
N5 -5.34 -3.33 4.98
C49 -4.08 -4.02 5.40
C50 -2.93 -3.42 4.55
C51 -0.39 2.71 -1.46
O4 -0.88 3.83 -1.44
O5 0.67 2.37 -2.08
H55 0.38 -1.46 1.43
H56 -2.92 2.79 -0.78
H57 -4.58 2.14 1.75
H58 -5.09 1.93 -1.30
H59 -6.09 2.86 -0.10
H60 -5.51 -0.20 -0.07
H61 -6.53 0.69 1.15
H62 -4.31 -0.33 2.38
H63 -4.11 -0.31 4.61
H64 -3.27 -1.24 5.85
H65 -6.16 -1.39 4.99
H66 -5.44 -1.89 6.53
H67 -5.28 -3.27 3.96
H68 -6.18 -3.82 5.27
H69 -4.18 -5.09 5.25
H70 -3.93 -3.83 6.46
H71 -2.65 -4.10 3.75
H72 -2.06 -3.26 5.18
C52 3.23 3.41 -5.90
C53 3.52 3.87 -4.62
C54 3.22 3.09 -3.51
C55 2.65 1.84 -3.68
C56 2.35 1.37 -4.95
C57 2.65 2.15 -6.06
H73 3.45 4.02 -6.76
H74 3.98 4.84 -4.48
H75 3.46 3.47 -2.53
H76 1.90 0.40 -5.09
H77 2.43 1.78 -7.05

## Properties
- total charge = +1
- 2S+1 = 2
- gap between HOMO and LUMO (alpha / beta) (eV) = 5.74 / 5.72

---

<b>
This record from OMol25 describes C57H77FIrN5O5 as an isolated structure. The level of theory is the ωB97M-V functional and the def2-TZVPD basis.

Positions of all 146 atoms, in Å:
Ir1 -0.32 -0.17 0.29
C1 0.35 -2.49 2.22
N1 -0.11 -2.26 0.83
C2 -1.29 -3.14 0.62
C3 1.00 -2.69 -0.08
C4 0.99 -2.07 -1.49
N2 1.16 -0.60 -1.38
C5 0.66 0.24 -2.46
C6 -0.17 1.54 -1.92
C7 0.31 2.80 -2.46
C8 -0.52 3.50 -3.46
C9 -2.34 3.96 -2.32
C10 -2.56 3.43 -0.96
C11 -2.41 1.99 -0.99
O1 -2.73 1.20 -0.12
C12 -3.38 4.21 0.03
C13 -4.85 3.85 -0.25
C14 -3.16 5.71 -0.18
C15 -3.04 3.86 1.48
C16 0.31 3.52 -4.81
C17 0.44 2.07 -5.30
C18 1.71 4.08 -4.50
C19 -0.21 4.34 -6.00
C20 2.58 -0.27 -1.16
C21 2.85 0.96 -0.36
C22 3.54 2.06 -0.86
C23 3.98 3.05 0.00
C24 3.85 2.80 1.37
C25 3.19 1.70 1.91
C26 2.53 0.85 1.00
O2 1.68 -0.11 1.35
C27 3.35 1.31 3.39
C28 4.27 2.28 4.13
C29 4.02 -0.08 3.42
C30 2.04 1.24 4.17
C31 4.69 4.32 -0.46
C32 4.74 4.43 -1.99
C33 6.13 4.34 0.07
C34 3.93 5.54 0.08
H1 0.67 -3.53 2.33
H2 -0.48 -2.30 2.90
H3 1.17 -1.81 2.45
H4 -1.02 -4.16 0.90
H5 -1.61 -3.10 -0.42
H6 -2.10 -2.79 1.25
H7 0.99 -3.78 -0.18
H8 1.92 -2.41 0.42
H9 0.06 -2.29 -2.01
H10 1.81 -2.51 -2.06
H11 0.09 -0.34 -3.18
H12 1.53 0.63 -3.00
H13 1.20 3.23 -2.01
H14 -3.28 4.42 -2.62
H15 -5.13 4.07 -1.28
H16 -5.49 4.45 0.41
H17 -5.04 2.80 -0.05
H18 -3.55 6.06 -1.14
H19 -2.11 5.97 -0.11
H20 -3.69 6.26 0.60
H21 -3.08 2.79 1.66
H22 -3.75 4.36 2.14
H23 -2.04 4.21 1.73
H24 1.02 1.46 -4.61
H25 0.95 2.05 -6.27
H26 -0.54 1.60 -5.43
H27 2.32 3.39 -3.91
H28 1.65 5.02 -3.94
H29 2.25 4.29 -5.42
H30 -1.19 4.01 -6.33
H31 0.49 4.16 -6.83
H32 -0.21 5.41 -5.82
H33 3.08 -0.18 -2.13
H34 3.03 -1.12 -0.65
H35 3.74 2.11 -1.92
H36 4.32 3.49 2.05
H37 5.26 2.34 3.67
H38 4.41 1.93 5.16
H39 3.85 3.29 4.18
H40 5.00 -0.05 2.93
H41 3.40 -0.82 2.92
H42 4.17 -0.40 4.45
H43 1.57 2.22 4.22
H44 2.25 0.92 5.20
H45 1.33 0.55 3.73
H46 5.33 3.62 -2.43
H47 5.21 5.37 -2.27
H48 3.74 4.41 -2.42
H49 6.68 3.47 -0.28
H50 6.16 4.34 1.16
H51 6.65 5.24 -0.28
H52 2.92 5.59 -0.34
H53 4.46 6.46 -0.20
H54 3.85 5.52 1.16
F1 -1.29 6.92 -4.03
C35 -1.80 5.66 -3.94
C36 -1.17 4.82 -2.88
C37 -1.91 2.80 -3.24
C38 -1.73 1.57 -2.33
O3 0.01 1.66 -0.55
C39 -2.28 0.35 -2.95
C40 -2.98 0.38 -4.08
N3 -3.34 1.54 -4.78
C41 -4.25 1.43 -5.88
C42 -5.66 1.93 -5.73
C43 -5.39 0.46 -5.80
C44 -2.86 2.77 -4.41
C45 -3.26 3.92 -5.01
C46 -2.77 5.29 -4.78
N4 -3.40 6.25 -5.63
C47 -3.66 7.59 -5.13
C48 -4.82 8.19 -5.97
N5 -5.33 7.10 -6.86
C49 -4.28 6.69 -7.85
C50 -3.03 6.27 -7.03
C51 -2.04 -1.00 -2.34
O4 -2.29 -2.01 -2.98
O5 -1.53 -1.05 -1.15
H55 -0.57 5.43 -2.20
H56 -3.33 -0.55 -4.51
H57 -3.79 1.56 -6.85
H58 -6.13 2.41 -6.57
H59 -5.93 2.33 -4.75
H60 -5.65 -0.08 -6.70
H61 -5.50 -0.11 -4.89
H62 -4.00 3.85 -5.79
H63 -2.80 8.26 -5.20
H64 -3.95 7.52 -4.08
H65 -4.49 8.99 -6.63
H66 -5.65 8.55 -5.37
H67 -6.21 7.33 -7.31
H68 -5.45 6.28 -6.25
H69 -4.10 7.55 -8.49
H70 -4.69 5.88 -8.45
H71 -2.20 6.96 -7.23
H72 -2.71 5.28 -7.34
C52 -1.60 2.02 4.38
C53 -0.77 2.64 3.46
C54 -0.39 1.99 2.30
C55 -0.83 0.69 2.03
C56 -1.67 0.07 2.97
C57 -2.06 0.73 4.12
H73 -1.90 2.53 5.29
H74 -0.41 3.64 3.66
H75 0.26 2.49 1.59
H76 -2.06 -0.92 2.77
H77 -2.73 0.24 4.82

## Properties
- total charge = +1
- 2S+1 = 2
- gap between HOMO and LUMO (alpha / beta) (eV) = 3.88 / 4.00

---

Preferred: <a>; penalty for the next structure: 557.8 kJ/mol.

---

<a>
This record from OMol25 describes C6H11NS as an isolated structure. The level of theory is the ωB97M-V functional and the def2-TZVPD basis.

Positions of all 19 atoms, in Å:
C1 -0.72 1.68 -1.18
C2 -0.21 -0.73 -0.88
C3 -1.04 -0.78 0.45
C4 -0.08 0.19 1.24
C5 1.01 0.37 0.13
C6 1.21 -1.08 -0.44
H1 -1.54 1.70 -0.38
H2 -1.19 1.65 -2.15
H3 -0.16 2.58 -1.23
H4 -0.64 -1.33 -1.75
H5 -1.12 -1.79 0.90
H6 -2.03 -0.40 0.40
H7 -0.40 1.24 1.51
H8 1.18 -1.50 2.42
H9 1.85 1.04 0.36
H10 1.87 -1.15 -1.30
H11 1.26 -1.98 0.20
N1 0.24 0.64 -1.12
S1 0.52 -0.38 2.84

## Properties
- gap between HOMO and LUMO (eV) = 9.55

---

<b>
This record from OMol25 describes one molecule with the formula C6H11NS. The level of theory is the ωB97M-V functional and the def2-TZVPD basis.

Positions of all 19 atoms, in Å:
C1 1.52 0.89 -1.79
C2 0.65 0.16 -0.80
C3 1.01 0.15 0.69
N1 0.60 -1.00 1.45
C4 -0.80 -1.23 1.21
C5 -1.37 0.18 0.81
S1 -2.93 0.26 -0.20
C6 -0.22 0.92 0.20
H1 1.03 0.96 -2.74
H2 1.78 1.89 -1.37
H3 2.43 0.32 -1.99
H4 0.19 -0.82 -1.16
H5 1.86 0.64 1.17
H6 1.16 -1.80 1.30
H7 -1.35 -1.61 2.08
H8 -1.08 -1.98 0.41
H9 -1.60 0.65 1.80
H10 -2.61 -0.54 -1.22
H11 -0.26 1.97 0.15

## Properties
- gap between HOMO and LUMO (eV) = 9.39
- SMILES = C[C@H]1[C@@H]2NC[C@H](S)[C@H]12

---

<c>
This record from OMol25 describes one molecule with the formula C6H11NS. The level of theory is the ωB97M-V functional and the def2-TZVPD basis.

Positions of all 19 atoms, in Å:
N1 2.31 -0.98 0.92
C1 1.69 0.17 0.36
C2 1.64 0.36 -1.13
C3 0.35 0.08 -0.39
C4 -0.73 1.17 -0.21
C5 -1.85 0.45 0.61
C6 -2.06 -0.91 0.05
S1 -0.43 -1.55 -0.56
H1 1.59 -1.50 1.37
H2 2.73 -1.53 0.19
H3 1.82 1.05 0.97
H4 1.96 -0.44 -1.82
H5 1.87 1.35 -1.51
H6 -1.14 1.42 -1.22
H7 -0.39 2.11 0.20
H8 -1.38 0.30 1.60
H9 -2.79 0.98 0.75
H10 -2.70 -0.79 -0.83
H11 -2.49 -1.74 0.65

## Properties
- gap between HOMO and LUMO (eV) = 9.17
- SMILES = N[C@H]1C[C@]12CCCS2

---

Preferred: <c>; penalty for the next structure: 31.4 kJ/mol.

---

<a>
This record from OMol25 describes one molecule with the formula CHN3O. The level of theory is the ωB97M-V functional and the def2-TZVPD basis.

Positions of all 6 atoms, in Å:
C1 0.54 0.12 -0.90
N1 -0.48 -0.70 -0.84
N2 -0.89 -0.56 0.52
N3 -0.09 0.24 1.10
O1 0.72 0.75 0.21
H1 1.23 0.44 -1.77

## Properties
- gap between HOMO and LUMO (eV) = 12.76
- SMILES = c1nnno1

---

<b>
This record from OMol25 describes one molecule with the formula CHN3O. The level of theory is the ωB97M-V functional and the def2-TZVPD basis.

Positions of all 6 atoms, in Å:
C1 0.64 0.33 -0.01
N1 -0.57 0.97 -0.02
N2 -1.46 0.04 0.02
O1 -0.80 -1.14 -0.03
N3 0.53 -0.98 0.01
H1 1.67 0.78 0.03

## Properties
- gap between HOMO and LUMO (eV) = 12.12
- SMILES = c1nnon1

---

Preferred: <a>; penalty for the next structure: 27.7 kJ/mol.

---

<a>
This record from OMol25 describes one molecule with the formula C17H20N2O3. The level of theory is the ωB97M-V functional and the def2-TZVPD basis.

Positions of all 42 atoms, in Å:
C1 -4.26 -3.31 -0.16
O1 -3.72 -2.06 0.15
C2 -2.36 -1.91 0.10
C3 -1.46 -2.89 -0.27
C4 -0.10 -2.64 -0.29
C5 0.38 -1.38 0.05
N1 1.76 -1.16 0.01
C6 2.46 -0.02 0.25
O2 1.97 1.06 0.52
C7 3.94 -0.19 0.14
C8 4.70 0.89 -0.29
C9 6.08 0.75 -0.38
C10 6.64 -0.47 -0.04
N2 5.93 -1.49 0.40
C11 4.62 -1.36 0.49
C12 -0.52 -0.38 0.42
C13 -1.88 -0.62 0.45
O3 -2.83 0.27 0.82
C14 -2.45 1.61 1.07
C15 -2.18 2.41 -0.21
C16 -3.46 2.54 -1.02
C17 -1.59 3.77 0.14
H1 -3.90 -4.09 0.51
H2 -5.34 -3.21 -0.04
H3 -4.04 -3.60 -1.20
H4 -1.81 -3.88 -0.54
H5 0.58 -3.42 -0.58
H6 2.30 -1.98 -0.26
H7 4.21 1.82 -0.54
H8 6.70 1.57 -0.72
H9 7.70 -0.63 -0.10
H10 4.10 -2.22 0.90
H11 -0.12 0.59 0.68
H12 -1.59 1.65 1.75
H13 -3.32 2.04 1.59
H14 -1.45 1.85 -0.81
H15 -3.26 3.00 -1.98
H16 -3.91 1.56 -1.18
H17 -4.18 3.16 -0.49
H18 -2.27 4.32 0.79
H19 -0.64 3.66 0.65
H20 -1.43 4.35 -0.77

## Properties
- gap between HOMO and LUMO (eV) = 8.20
- SMILES = COc1ccc(NC(=O)c2cccnc2)cc1OCC(C)C

---

<b>
This record from OMol25 describes one molecule with the formula C17H20N2O3. The level of theory is the ωB97M-V functional and the def2-TZVPD basis.

Positions of all 42 atoms, in Å:
C1 -5.39 -2.65 -0.81
C2 -3.95 -2.82 -0.35
C3 -3.73 -2.17 1.02
O1 -3.93 -0.77 0.99
C4 -2.97 0.04 0.47
C5 -3.30 1.40 0.43
C6 -2.40 2.33 -0.06
C7 -1.15 1.93 -0.53
C8 -0.16 2.95 -1.02
C9 0.69 3.47 0.16
C10 1.45 2.33 0.81
O2 1.19 1.87 1.89
N1 2.49 1.88 0.02
N2 3.27 0.86 0.39
C11 4.22 0.49 -0.38
C12 5.07 -0.60 -0.02
C13 5.10 -1.42 1.08
C14 6.17 -2.31 0.88
C15 6.72 -1.97 -0.32
O3 6.07 -0.94 -0.87
C16 -0.83 0.58 -0.49
C17 -1.72 -0.36 0.00
H1 -6.08 -3.14 -0.13
H2 -5.53 -3.07 -1.81
H3 -5.65 -1.59 -0.85
H4 -3.28 -2.38 -1.08
H5 -3.71 -3.89 -0.26
H6 -4.47 -2.53 1.73
H7 -2.73 -2.41 1.40
H8 -4.27 1.70 0.79
H9 -2.67 3.37 -0.08
H10 -0.69 3.80 -1.47
H11 0.48 2.51 -1.78
H12 1.39 4.23 -0.19
H13 0.03 3.90 0.91
H14 2.67 2.35 -0.87
H15 4.43 0.99 -1.33
H16 4.42 -1.36 1.91
H17 6.49 -3.09 1.54
H18 7.55 -2.38 -0.86
H19 0.13 0.25 -0.85
H20 -1.42 -1.39 0.01

## Properties
- gap between HOMO and LUMO (eV) = 8.53
- SMILES = CCCOc1ccc(CCC(=O)N/N=C/c2ccco2)cc1

---

Preferred: <a>; penalty for the next structure: 136.6 kJ/mol.